{"formula": "C8H12O2", "method": "ωB97M-V with the def2-TZVPD basis set", "species": ["C", "O", "H", "H", "H", "H", "C", "C", "C", "C", "C", "C", "C", "O", "H", "H", "H", "H", "H", "H", "H", "H"], "positions_angstrom": [[1.62074, 1.84756, 2.28406], [2.95374, 2.36502, 2.70170], [3.18856, 3.10452, 2.01518], [1.10600, 2.61928, 1.62206], [1.78106, 0.94979, 1.70971], [1.25916, 1.60270, 3.33005], [-2.98693, -0.19735, -1.39146], [0.98650, -1.26802, -0.72035], [0.67350, 0.06165, -0.98661], [-0.05127, -2.09018, -0.20970], [-0.64414, 0.52541, -0.98487], [-1.42601, -1.56742, -0.14928], [-1.67568, -0.38205, -0.74363], [2.32955, -1.54737, -0.92146], [2.49040, -2.48214, -1.27540], [1.41395, 0.94593, -1.11846], [0.15198, -3.11450, 0.12750], [-0.87362, 1.58049, -0.91195], [-2.19207, -2.37694, 0.17939], [-3.04037, -0.71303, -2.26763], [-3.30664, 0.83101, -1.50041], [-3.75840, -0.69436, -0.78844]], "forces_ev_per_a": [[1.64, 1.36, 1.54], [-0.47, 1.97, -3.04], [-0.40, -2.14, 2.08], [0.10, -1.00, 1.39], [-0.10, -0.51, -0.23], [-0.78, 0.33, -1.75], [-1.27, 1.29, 3.52], [2.41, -0.19, -0.63], [-0.99, 4.92, -0.19], [-2.62, 0.18, 0.53], [2.97, -0.23, 1.10], [3.27, -5.66, 1.19], [-1.92, 0.54, -1.44], [-2.44, -1.57, -0.43], [-0.35, 1.44, 1.12], [-0.72, -2.34, 0.09], [-0.10, 0.47, -0.23], [0.09, 0.08, -0.82], [1.14, 1.96, -0.69], [0.20, -1.25, -2.88], [0.24, 0.25, -0.31], [0.08, 0.10, 0.08]], "mulliken_spin": [-0.0006, 0.0005, 0.0000, 0.0001, 0.0010, 0.0001, 0.0299, 0.2585, 0.0327, 0.1370, 0.1104, 0.0409, 0.2063, 0.1280, -0.0010, -0.0032, 0.0018, 0.0110, 0.0014, 0.0307, 0.0045, 0.0101], "s2": 0.77, "spin_multiplicity": 2, "gap_ha": [0.3125, 0.1742], "relative_energy_kj_mol": 193.2, "homo_energy_ev": [-12.794, -12.791], "total_charge": 1}


{"formula": "C32H27FN2O3PRh", "method": "ωB97M-V with the def2-TZVPD basis set", "species": ["Rh", "C", "C", "C", "C", "C", "C", "C", "F", "C", "C", "C", "O", "C", "C", "N", "C", "C", "O", "O", "H", "H", "H", "H", "H", "H", "H", "H", "H", "H", "H", "N", "C", "C", "C", "C", "C", "C", "P", "C", "C", "C", "C", "C", "C", "C", "C", "C", "C", "C", "C", "H", "H", "H", "H", "H", "H", "H", "H", "H", "H", "H", "H", "H", "H", "H", "H"], "positions_angstrom": [[0.78687, -0.01427, -0.55213], [-2.89612, -0.42881, 6.04270], [-1.90446, 0.71072, 5.86491], [-2.38530, 2.05778, 6.37320], [-3.59507, 2.53313, 5.58642], [-3.30567, 2.50523, 4.11016], [-4.01424, 3.29566, 3.23734], [-3.72377, 3.29318, 1.87068], [-4.44770, 4.08226, 1.08224], [-2.72674, 2.53249, 1.33415], [-1.98575, 1.71423, 2.20091], [-0.91635, 0.89634, 1.70589], [-0.65201, 0.91603, 0.43213], [-0.22048, 0.08450, 2.59421], [-0.60063, 0.06784, 3.93015], [-1.55626, 0.83733, 4.41152], [-2.28182, 1.68921, 3.57778], [0.88192, -0.79602, 2.14812], [1.15330, -1.85145, 2.65105], [1.64103, -0.30791, 1.12986], [-3.15649, -0.52400, 7.09635], [-2.46714, -1.37655, 5.71659], [-3.81323, -0.26043, 5.47761], [-0.96168, 0.46353, 6.35257], [-1.57467, 2.78484, 6.28633], [-2.61913, 1.96271, 7.43281], [-3.86062, 3.54911, 5.87671], [-4.46869, 1.91286, 5.80077], [-4.80027, 3.94547, 3.60109], [-2.50472, 2.56889, 0.27839], [-0.09392, -0.58165, 4.63330], [0.09840, -1.86554, -0.55101], [-0.01419, -2.61494, -1.81479], [-0.79353, -3.75594, -1.86696], [-0.83940, -4.45591, -3.06267], [-0.11902, -4.02084, -4.16970], [0.65473, -2.87555, -4.09799], [0.71046, -2.15697, -2.90363], [1.68002, -0.65969, -2.62706], [3.44408, -0.95334, -2.66302], [4.10106, -1.07657, -3.89147], [5.45148, -1.37611, -3.91618], [6.14600, -1.54326, -2.72340], [5.49705, -1.41569, -1.50379], [4.14273, -1.11956, -1.46895], [1.20871, 0.57778, -3.82559], [-0.07323, 0.55244, -4.38622], [-0.45229, 1.54912, -5.26929], [0.43420, 2.57214, -5.58008], [1.70036, 2.61042, -5.00856], [2.09157, 1.62037, -4.12413], [-0.81301, -1.83397, -0.08887], [0.72694, -2.37363, 0.08292], [-1.34761, -4.10219, -1.00311], [-1.44344, -5.35033, -3.13029], [-0.16701, -4.58073, -5.09345], [1.20975, -2.53662, -4.96361], [3.56553, -0.93289, -4.82273], [5.96469, -1.47378, -4.86302], [7.20335, -1.77063, -2.74779], [6.04340, -1.54265, -0.57952], [3.64401, -1.02355, -0.51079], [-0.75875, -0.25499, -4.15966], [-1.43342, 1.52383, -5.72311], [0.13759, 3.34442, -6.27712], [2.38566, 3.40793, -5.26043], [3.08294, 1.64513, -3.68873]], "forces_ev_per_a": [[-1.04, 1.04, -1.13], [-0.03, 0.01, 0.02], [0.07, -0.01, -0.09], [0.00, -0.01, 0.05], [0.00, 0.02, -0.02], [0.02, 0.02, -0.07], [0.06, -0.02, -0.01], [-0.05, 0.04, 0.04], [0.00, 0.00, -0.04], [0.05, -0.01, 0.04], [-0.05, 0.03, 0.15], [0.13, 0.22, -0.45], [-0.25, 0.18, 0.78], [-0.13, -0.15, 0.27], [0.03, 0.02, -0.06], [-0.03, 0.04, -0.01], [-0.01, -0.11, 0.11], [0.34, 0.19, -0.33], [-0.11, 0.00, 0.21], [0.33, -0.43, -0.04], [0.00, 0.00, 0.00], [0.01, 0.01, 0.00], [0.00, 0.02, 0.00], [-0.02, -0.02, 0.03], [0.00, 0.00, 0.00], [-0.02, 0.00, 0.00], [-0.01, 0.00, 0.00], [0.01, -0.01, 0.01], [-0.01, 0.00, -0.01], [-0.01, -0.01, 0.00], [0.00, -0.02, -0.02], [-0.09, -0.69, 0.18], [0.06, 0.15, 0.04], [0.04, 0.06, -0.08], [-0.04, -0.05, -0.01], [0.00, -0.02, -0.04], [0.05, 0.05, 0.05], [-0.02, -0.02, -0.04], [1.00, -0.38, 0.73], [-0.07, -0.06, -0.39], [0.03, -0.03, 0.00], [-0.02, 0.04, -0.01], [0.03, -0.01, 0.01], [-0.02, 0.02, -0.05], [-0.01, -0.05, 0.12], [-0.16, -0.01, 0.15], [-0.01, -0.01, -0.06], [0.00, 0.00, 0.01], [-0.03, 0.02, -0.02], [0.02, -0.03, 0.02], [0.05, 0.06, -0.02], [0.01, -0.08, -0.05], [-0.06, 0.02, 0.01], [0.00, 0.02, 0.01], [0.01, -0.01, -0.01], [0.00, 0.01, 0.00], [0.00, 0.00, 0.00], [-0.01, 0.00, 0.01], [0.00, 0.00, 0.00], [0.00, -0.01, 0.00], [0.00, 0.00, 0.00], [-0.05, 0.03, -0.03], [0.00, 0.00, 0.00], [0.00, 0.00, 0.01], [0.00, 0.00, 0.00], [0.00, 0.00, 0.01], [-0.01, -0.01, 0.01]], "mulliken_charge": [0.3530, -1.3135, -0.2913, -1.0654, -1.0297, 0.8672, -0.6612, -0.0024, -0.3222, -1.0319, 0.4781, 2.1813, -1.3233, 0.2827, -0.5041, 0.0624, -0.2730, -0.0309, -0.5001, -0.6629, 0.3851, 0.4018, 0.3841, 0.5153, 0.3688, 0.4098, 0.5064, 0.3679, 0.5682, 0.5593, 0.5308, -0.0044, 0.6650, -0.7390, -0.5972, -0.8255, -0.2167, -0.6071, 1.8220, 0.5113, -0.2424, -0.7866, -0.4891, -0.7504, -0.5708, 0.6388, -0.5393, -0.7956, -0.4397, -0.7679, -0.4507, 0.4563, 0.4531, 0.5000, 0.4324, 0.4468, 0.4528, 0.4008, 0.4344, 0.4212, 0.4493, 0.3687, 0.3877, 0.4432, 0.4243, 0.4353, 0.4688], "gap_ha": 0.2370, "relative_energy_kj_mol": 118.4, "homo_energy_ev": -14.063, "total_charge": 2}


{"formula": "C16H14BF5N6V", "method": "ωB97M-V with the def2-TZVPD basis set", "species": ["H", "N", "B", "N", "C", "V", "H", "C", "H", "C", "H", "C", "H", "H", "H", "N", "N", "N", "N", "C", "C", "H", "H", "C", "C", "C", "C", "H", "H", "H", "H", "H", "F", "C", "C", "C", "F", "C", "F", "C", "F", "C", "F"], "positions_angstrom": [[-0.11980, 2.82078, 0.90844], [0.25580, 1.62419, -0.77760], [0.77816, 0.76005, -3.11168], [0.67820, 1.92120, -2.07887], [0.87306, 3.24046, -2.20011], [-0.16918, -0.27324, -0.38542], [1.19982, 3.61816, -3.16364], [0.59386, 3.84840, -0.97115], [0.65880, 4.89918, -0.73796], [0.21096, 2.81022, -0.11464], [1.16102, 1.13985, -4.18644], [-1.65807, -2.35593, 0.89832], [-2.07896, -2.34431, 1.91427], [-0.77195, -2.99670, 0.91432], [-2.40150, -2.77118, 0.20755], [-0.64876, 0.17278, -3.19092], [1.67690, -0.36714, -2.54687], [-1.27527, -0.28730, -2.00807], [1.33991, -1.00289, -1.34047], [-1.48265, 0.02704, -4.22666], [2.77885, -0.93094, -3.04932], [-1.17670, 0.33672, -5.21563], [3.19130, -0.56563, -3.97445], [-2.66514, -0.54006, -3.76599], [3.19190, -1.96795, -2.20012], [-2.50773, -0.71718, -2.37987], [2.26294, -1.99069, -1.14606], [-3.52139, -0.80201, -4.36095], [4.02461, -2.62721, -2.33208], [-3.17630, -1.12564, -1.63145], [2.17839, -2.64289, -0.29153], [-1.43361, -1.28280, 0.63538], [-1.98444, 1.03135, 2.08612], [-0.83076, 0.54436, 2.61813], [0.14600, -0.01360, 1.80571], [1.30718, -0.40698, 2.46001], [2.36025, -0.90137, 1.75605], [1.48367, -0.29035, 3.84963], [2.62930, -0.71109, 4.41936], [0.47052, 0.26069, 4.63488], [0.61928, 0.36827, 5.96802], [-0.69863, 0.67872, 4.00646], [-1.70572, 1.21984, 4.71431]], "forces_ev_per_a": [[0.09, 0.07, 0.10], [0.98, 2.56, -1.31], [-0.25, 0.05, 0.49], [-0.28, -0.14, 1.43], [-0.07, -0.28, 0.45], [-0.89, 0.44, 3.36], [-0.06, 0.15, 0.35], [0.02, -0.12, -0.34], [-0.02, -0.10, -0.02], [0.20, -1.04, -1.35], [-0.02, -0.04, 0.15], [-0.37, 0.13, -0.12], [0.17, 0.18, -0.36], [0.00, 0.32, -0.14], [0.21, 0.11, 0.13], [-1.25, -0.67, 1.19], [0.06, -0.83, 1.45], [-1.05, -0.02, -3.60], [2.66, -1.11, -2.13], [-0.16, -0.24, 0.68], [0.05, -0.62, 0.70], [-0.09, -0.06, 0.08], [0.07, -0.05, -0.01], [-0.15, -0.06, 0.16], [-0.62, 0.41, -0.03], [1.48, 0.63, -0.54], [-0.66, 1.54, -1.25], [-0.06, 0.04, 0.01], [0.19, -0.07, -0.06], [0.07, 0.08, -0.22], [0.11, 0.12, 0.02], [-0.70, -1.45, 0.60], [-0.02, -0.18, -0.24], [1.02, -0.25, 0.86], [0.37, 0.23, 0.20], [-0.59, 0.49, 0.88], [-0.23, -0.05, 0.13], [0.08, -0.12, -0.59], [-0.31, 0.17, 0.03], [0.04, -0.18, -0.28], [-0.07, -0.01, -0.48], [-0.20, 0.06, -0.48], [0.26, -0.08, 0.12]], "mulliken_spin": [0.0067, -0.0581, 0.0142, 0.0165, 0.0327, 2.7749, 0.0015, 0.0008, 0.0007, 0.0333, -0.0007, -0.0254, 0.0010, -0.0001, -0.0009, 0.0282, 0.0298, -0.0507, -0.0451, 0.0418, 0.0555, 0.0032, 0.0046, 0.0004, -0.0032, 0.0434, 0.0347, 0.0007, 0.0009, 0.0002, 0.0060, 0.0179, 0.0017, 0.0219, -0.0471, 0.0491, 0.0039, 0.0066, 0.0005, 0.0161, 0.0008, -0.0185, -0.0004], "s2": 3.77, "spin_multiplicity": 4, "gap_ha": [0.2805, 0.3355], "homo_energy_ev": [-7.135, -8.653]}